{"formula": "C4H2ClO2", "method": "ωB97M-V/def2-TZVPD", "elements": ["C", "C", "C", "C", "O", "O", "Cl", "H", "H"], "coordinates": [[-0.9898, 0.0036, -0.7447], [-0.3001, -1.0151, -0.0826], [-0.1514, 1.0862, -0.0671], [0.6755, -0.0170, 0.5962], [-0.3856, -2.2359, 0.0291], [-0.1339, 2.3011, 0.0202], [2.3525, -0.1135, -0.0419], [-1.8427, 0.0175, -1.3937], [0.7755, -0.0268, 1.6845]], "gap_ev": 7.8, "total_charge": -1, "de_lowest_kj_mol": 3.8}

{"formula": "C3H10NO2S", "method": "ωB97M-V/def2-TZVPD", "elements": ["O", "C", "C", "C", "S", "N", "H", "H", "H", "H", "H", "H", "H", "H", "H", "H", "O"], "coordinates": [[-0.6987, -1.0513, 1.6240], [-0.6572, -0.8043, 0.4463], [0.4116, 0.1571, -0.0522], [-0.1328, 1.5777, -0.1961], [-1.3165, 1.5153, -1.5575], [1.5121, 0.0874, 0.9629], [-1.3292, -1.2407, -0.3007], [0.8726, -0.1950, -0.9596], [0.6608, 2.2877, -0.4403], [-0.5162, 1.8652, 0.7705], [-1.8057, 2.7566, -1.4698], [2.2702, 0.7036, 0.6859], [1.9132, -0.8568, 0.9021], [1.1966, 0.3042, 1.9105], [1.2809, -2.9251, 1.1979], [1.7542, -3.2857, -0.2275], [1.4770, -2.5504, 0.3324]], "gap_ev": 9.8, "total_charge": 1, "de_lowest_kj_mol": 26.5}

{"formula": "C41H51InNO2S", "method": "ωB97M-V/def2-TZVPD", "elements": ["N", "C", "C", "C", "C", "In", "S", "C", "O", "O", "H", "H", "H", "H", "H", "H", "H", "H", "H", "H", "H", "H", "H", "H", "H", "C", "C", "C", "C", "C", "C", "H", "H", "H", "H", "H", "H", "C", "C", "C", "C", "C", "C", "H", "H", "H", "H", "H", "H", "C", "C", "C", "C", "C", "C", "H", "H", "H", "H", "H", "H", "C", "C", "C", "C", "C", "C", "H", "H", "H", "H", "H", "H", "C", "C", "C", "C", "C", "C", "H", "H", "H", "H", "H", "H", "C", "C", "C", "C", "C", "C", "H", "H", "H", "H", "H", "H"], "coordinates": [[1.3946, 0.0959, 0.5859], [1.1374, -0.2168, -0.8266], [0.7213, -1.6865, -1.0703], [0.9328, -2.6669, 0.0919], [2.3520, -3.2368, 0.2646], [4.1308, -2.2224, -0.5671], [6.1238, -3.0415, 0.7556], [4.6468, -2.8857, -2.6305], [3.9846, -4.0716, -3.1166], [2.5900, -3.7622, -3.2748], [2.1503, -0.5090, 0.8990], [1.7801, 1.0348, 0.6305], [2.0056, 0.0267, -1.4513], [0.3220, 0.4291, -1.1694], [-0.3406, -1.7031, -1.3452], [1.2686, -2.0711, -1.9344], [0.2266, -3.4916, -0.0637], [0.6105, -2.1810, 1.0174], [2.5720, -3.3565, 1.3300], [2.3922, -4.2412, -0.1653], [4.1375, -0.4556, -0.4210], [6.0863, -2.1395, 1.7424], [4.5131, -2.0949, -3.3912], [5.7020, -3.1721, -2.6652], [2.6294, -3.0254, -3.9053], [-2.5621, 0.4334, -1.1127], [-3.5669, -0.3993, -1.5817], [-4.3076, -0.0366, -2.6983], [-4.0428, 1.1617, -3.3471], [-3.0327, 1.9938, -2.8816], [-2.2931, 1.6287, -1.7652], [-1.9758, 0.1401, -0.2510], [-3.7630, -1.3403, -1.0826], [-5.0855, -0.6950, -3.0650], [-4.6170, 1.4430, -4.2211], [-2.8178, 2.9239, -3.3926], [-1.4953, 2.2677, -1.4068], [-0.8399, 2.3279, 1.8281], [-1.4126, 3.5058, 1.3731], [-1.0630, 4.7210, 1.9484], [-0.1398, 4.7567, 2.9844], [0.4259, 3.5736, 3.4471], [0.0769, 2.3615, 2.8688], [-1.0858, 1.3799, 1.3704], [-2.1267, 3.4779, 0.5593], [-1.4964, 5.6397, 1.5734], [0.1473, 5.7055, 3.4208], [1.1518, 3.6016, 4.2499], [0.5282, 1.4376, 3.2065], [-3.6185, -4.9301, -2.7057], [-4.6258, -5.7717, -3.1570], [-5.3755, -5.4270, -4.2729], [-5.1144, -4.2375, -4.9417], [-4.1106, -3.3934, -4.4867], [-3.3629, -3.7389, -3.3683], [-3.0404, -5.1965, -1.8302], [-4.8320, -6.6927, -2.6262], [-6.1663, -6.0812, -4.6187], [-5.6974, -3.9661, -5.8130], [-3.9082, -2.4617, -5.0003], [-2.5832, -3.0779, -3.0108], [1.9106, 4.3065, -0.2777], [2.3054, 4.2192, -1.6055], [3.5131, 4.7711, -2.0104], [4.3269, 5.4127, -1.0874], [3.9343, 5.4986, 0.2416], [2.7276, 4.9447, 0.6461], [0.9699, 3.8757, 0.0420], [1.6760, 3.7090, -2.3240], [3.8236, 4.6938, -3.0446], [5.2713, 5.8386, -1.4024], [4.5693, 5.9959, 0.9643], [2.4210, 5.0024, 1.6825], [-4.7023, -4.9815, 2.3122], [-5.4564, -6.0818, 1.9290], [-6.1856, -6.0470, 0.7475], [-6.1613, -4.9107, -0.0482], [-5.4085, -3.8098, 0.3364], [-4.6785, -3.8442, 1.5158], [-4.1264, -5.0117, 3.2281], [-5.4692, -6.9703, 2.5475], [-6.7666, -6.9089, 0.4437], [-6.7131, -4.8848, -0.9791], [-5.3827, -2.9290, -0.2929], [-4.0837, -2.9891, 1.8106], [3.9113, 4.0665, 5.3949], [4.2264, 3.9617, 4.0472], [5.4367, 4.4545, 3.5790], [6.3280, 5.0557, 4.4568], [6.0102, 5.1648, 5.8037], [4.8019, 4.6689, 6.2731], [2.9723, 3.6743, 5.7654], [3.5359, 3.4914, 3.3582], [5.6850, 4.3586, 2.5300], [7.2741, 5.4347, 4.0913], [6.7071, 5.6308, 6.4888], [4.5555, 4.7483, 7.3243]], "gap_ev": 6.7, "total_charge": -1}

{"formula": "C2H4FNO2", "method": "ωB97M-V/def2-TZVPD", "elements": ["C", "C", "N", "O", "O", "F", "H", "H", "H", "H"], "coordinates": [[1.0749, -0.0088, -0.5326], [0.0232, 0.3232, 0.5100], [-1.2932, -0.4184, 0.2631], [-1.9541, -0.1244, -0.7165], [-1.4875, -1.4061, 0.9397], [-0.4562, 1.6441, 0.2260], [1.4268, -1.1216, -0.5436], [1.9198, 0.7296, -0.4509], [0.5619, 0.2367, -1.5201], [0.1845, 0.1457, 1.8249]], "gap_ev": [8.3, 6.0], "multiplicity": 3, "de_lowest_kj_mol": 266.8}

{"formula": "C11H16NO5S2", "method": "ωB97M-V/def2-TZVPD", "elements": ["C", "C", "C", "C", "C", "C", "C", "C", "S", "O", "O", "N", "S", "O", "O", "H", "H", "H", "H", "H", "H", "H", "H", "H", "H", "C", "C", "O", "C", "H", "H", "H", "H", "H", "H"], "coordinates": [[2.7710, -1.9192, -1.9549], [2.2261, -0.4917, -1.5061], [3.3092, 0.5351, -1.0193], [2.9633, 1.9643, -0.5285], [1.4736, 2.3799, -0.5075], [0.3985, 1.3485, -0.9772], [0.7118, -0.0711, -1.4937], [-0.3446, -1.1648, -1.9744], [-1.8673, -0.5019, -2.7915], [-1.8030, 0.9601, -3.1620], [-2.0098, -1.2800, -4.1005], [-3.2769, -0.9297, -1.8705], [-3.6339, 0.2810, -0.7148], [-3.5742, -0.3811, 0.6642], [-5.0827, 0.7304, -0.9135], [1.9707, -2.7126, -2.1224], [3.4184, -1.8919, -2.9107], [3.4580, -2.3332, -1.1205], [4.4277, 0.2565, -1.0031], [3.7433, 2.7338, -0.1869], [1.0964, 3.4078, -0.1769], [-0.6882, 1.6886, -0.9564], [0.2011, -1.8269, -2.7483], [-0.5492, -1.8612, -1.0808], [-2.8310, 1.4127, -0.8096], [0.0368, 0.9193, 4.1492], [-0.4814, 0.0722, 3.0159], [-0.1461, 0.2818, 1.8672], [-1.4309, -1.0437, 3.3613], [0.7096, 1.6828, 3.7520], [-0.7957, 1.4145, 4.6540], [0.5912, 0.2970, 4.8552], [-2.3287, -0.6360, 3.8307], [-0.9415, -1.7539, 4.0325], [-1.7214, -1.5671, 2.4479]], "gap_ev": 8.2, "total_charge": -1, "de_lowest_kj_mol": 0.0}

{"formula": "C2H5N3", "method": "ωB97M-V/def2-TZVPD", "elements": ["C", "C", "N", "N", "N", "H", "H", "H", "H", "H"], "coordinates": [[0.2322, 0.0380, 0.4252], [1.6064, -0.2343, -0.3142], [-1.9540, 0.3355, -0.1544], [0.3327, 0.5453, 1.5493], [-0.8021, -0.2790, -0.3837], [-2.6777, -0.0960, -0.6213], [1.9110, -1.2228, 0.0767], [2.1354, 0.6233, 0.0409], [1.3590, -0.2735, -1.3807], [-2.1429, 0.5635, 0.7622]], "gap_ev": [8.8, 8.0], "de_lowest_kj_mol": 354.1}

{"formula": "C25H45BF8MgN2O6P2", "method": "ωB97M-V/def2-TZVPD", "elements": ["Mg", "C", "C", "N", "C", "C", "C", "C", "N", "C", "C", "F", "C", "F", "C", "C", "F", "C", "F", "H", "H", "H", "H", "H", "H", "H", "H", "H", "H", "H", "H", "H", "H", "H", "C", "C", "C", "O", "P", "O", "C", "P", "O", "O", "C", "C", "C", "O", "C", "C", "C", "O", "C", "C", "C", "H", "H", "H", "H", "H", "H", "H", "H", "H", "H", "H", "H", "H", "H", "H", "H", "H", "H", "H", "H", "H", "H", "H", "H", "H", "H", "H", "H", "H", "H", "F", "B", "F", "F", "F"], "coordinates": [[-0.3958, -1.0776, 0.7622], [-1.2671, -5.4321, 2.1103], [-1.2225, -4.0789, 1.4127], [-0.2301, -3.1101, 1.9290], [1.1256, -3.6790, 2.0046], [1.6368, -4.1586, 0.6599], [-0.6331, -2.6074, 3.2656], [-1.8847, -1.6838, 3.2304], [-2.0612, -1.1509, 1.9012], [-3.2746, -1.1518, 1.3223], [-3.3660, -1.4847, -0.0489], [-2.2298, -1.9608, -0.6459], [-4.5258, -1.4207, -0.7773], [-4.4946, -1.7451, -2.0849], [-5.7247, -1.0601, -0.1823], [-5.6798, -0.7857, 1.1719], [-6.8097, -0.4261, 1.8075], [-4.5116, -0.8302, 1.9086], [-4.5556, -0.4775, 3.2097], [-2.0794, -6.0212, 1.6827], [-0.3472, -6.0029, 1.9776], [-1.4573, -5.3465, 3.1801], [-1.0296, -4.2263, 0.3482], [-2.1943, -3.5919, 1.4753], [1.7724, -2.8974, 2.4008], [1.1582, -4.5065, 2.7271], [1.5448, -3.3869, -0.1071], [2.6948, -4.4142, 0.7417], [1.1133, -5.0502, 0.3114], [-0.8161, -3.4509, 3.9411], [0.2191, -2.0666, 3.6744], [-2.7632, -2.2446, 3.5643], [-1.7125, -0.8992, 3.9755], [-6.6469, -1.0134, -0.7394], [-2.4386, 4.7222, 0.3179], [-1.2899, 4.0961, 1.0739], [0.0471, 4.7507, 0.8064], [-1.2467, 2.6598, 0.7999], [-0.6416, 1.8632, -0.3882], [-1.1323, 0.4605, -0.4254], [1.1476, 1.8106, -0.2172], [1.8625, 0.3509, -0.9884], [1.2719, -0.9240, -0.4823], [3.3999, 0.4839, -0.7524], [4.1553, -0.4680, 0.1054], [4.6321, -1.6099, -0.7561], [5.2553, 0.3399, 0.7424], [1.5971, 0.4786, -2.5309], [2.3448, 1.1679, -3.5769], [3.5768, 0.3692, -3.9392], [2.6367, 2.6065, -3.2091], [-0.9305, 2.6548, -1.7161], [-1.7534, 2.0553, -2.7867], [-1.4877, 2.8926, -4.0140], [-3.2055, 2.0251, -2.3721], [-2.5983, 5.7364, 0.6867], [-3.3548, 4.1537, 0.4695], [-2.2256, 4.7741, -0.7494], [-1.4938, 4.1152, 2.1444], [0.2984, 4.7257, -0.2560], [0.8438, 4.2785, 1.3802], [-0.0060, 5.7989, 1.1041], [1.4011, 1.7471, 0.8445], [1.6202, 2.6976, -0.6365], [3.4627, -0.8207, 0.8661], [5.3299, -1.2632, -1.5204], [3.7985, -2.1210, -1.2364], [5.1496, -2.3343, -0.1250], [5.9195, 0.7575, -0.0163], [5.8417, -0.3073, 1.3953], [4.8365, 1.1424, 1.3462], [1.6427, 1.1483, -4.4127], [4.3273, 0.4209, -3.1518], [4.0099, 0.7723, -4.8561], [3.3189, -0.6745, -4.1121], [3.3287, 2.6723, -2.3683], [1.7198, 3.1455, -2.9687], [3.1056, 3.1011, -4.0612], [-1.3801, 1.0390, -2.9239], [-1.8141, 3.9205, -3.8510], [-2.0388, 2.4890, -4.8636], [-0.4270, 2.8963, -4.2635], [-3.6135, 3.0348, -2.3065], [-3.3447, 1.5148, -1.4192], [-3.7776, 1.4694, -3.1171], [1.2764, 0.3725, 4.3130], [1.8315, 0.1357, 3.0904], [2.4795, 1.2485, 2.5516], [2.6655, -0.9712, 3.0794], [0.7138, -0.1620, 2.1428]], "gap_ev": 7.2, "de_lowest_kj_mol": 0.0}

{"formula": "C49H44BrFeO3P2S4", "method": "ωB97M-V/def2-TZVPD", "elements": ["Fe", "O", "S", "C", "C", "C", "C", "C", "C", "P", "C", "C", "C", "C", "C", "C", "C", "C", "C", "C", "C", "C", "C", "C", "C", "C", "C", "C", "P", "C", "C", "C", "C", "C", "C", "C", "C", "C", "C", "C", "C", "H", "H", "H", "H", "H", "H", "H", "H", "H", "H", "H", "H", "H", "H", "H", "H", "H", "H", "H", "H", "H", "H", "H", "H", "H", "H", "H", "H", "C", "C", "S", "C", "C", "S", "C", "C", "S", "H", "H", "H", "H", "H", "H", "H", "H", "H", "H", "H", "H", "Br", "C", "C", "C", "C", "C", "C", "C", "O", "O", "H", "H", "H", "H"], "coordinates": [[0.2180, -0.0003, 0.0507], [-1.2326, 2.6465, 1.3854], [0.0507, 1.9303, 1.2426], [0.5580, 1.4605, 2.8710], [1.2941, 2.2857, 3.6977], [1.5135, 1.8861, 5.0119], [0.9890, 0.6876, 5.4661], [0.2472, -0.1311, 4.6153], [0.0145, 0.2499, 3.3051], [-0.7760, -0.8393, 2.0646], [-2.5112, -0.4380, 1.8988], [-2.9809, -0.9291, 0.5442], [-4.5042, -1.1743, 0.4720], [-5.2900, -0.3174, 1.4417], [-4.7482, 0.3418, 2.4592], [-3.3066, 0.2135, 2.7388], [-0.8679, -2.4719, 2.8800], [0.1372, -3.4268, 2.7461], [0.0684, -4.6313, 3.4350], [-1.0056, -4.8928, 4.2721], [-2.0116, -3.9456, 4.4191], [-1.9454, -2.7435, 3.7292], [1.1975, 3.1076, 0.5911], [1.0933, 4.4024, 1.0948], [1.9018, 5.3882, 0.5597], [2.7752, 5.0832, -0.4805], [2.8281, 3.8005, -1.0045], [2.0286, 2.7878, -0.4791], [2.0081, 1.1120, -1.2098], [2.2091, 1.3823, -3.0083], [1.0620, 1.5438, -3.7780], [1.1400, 1.7935, -5.1397], [2.3804, 1.8727, -5.7566], [3.5344, 1.7056, -5.0009], [3.4541, 1.4606, -3.6359], [3.6344, 0.4188, -0.7868], [4.4344, 0.9538, 0.2127], [5.6667, 0.3816, 0.5019], [6.1073, -0.7248, -0.2078], [5.3106, -1.2685, -1.2066], [4.0778, -0.7017, -1.4921], [1.7142, 3.2126, 3.3328], [2.1041, 2.5100, 5.6710], [1.1692, 0.3691, 6.4849], [-0.1228, -1.0823, 4.9805], [-2.4844, -1.8761, 0.3154], [-6.0883, -1.7932, -0.7945], [-6.3633, -0.2691, 1.2769], [-5.3662, 0.9347, 3.1225], [-2.9025, 0.6466, 3.6500], [0.9848, -3.2428, 2.1154], [0.8588, -5.3624, 3.3135], [-1.0612, -5.8312, 4.8110], [-2.8567, -4.1441, 5.0676], [-2.7470, -2.0247, 3.8425], [0.3711, 4.6259, 1.8702], [1.8373, 6.4006, 0.9394], [3.3992, 5.8597, -0.9054], [3.4790, 3.5880, -1.8440], [0.0975, 1.4687, -3.3033], [0.2325, 1.9223, -5.7184], [2.4494, 2.0591, -6.8211], [4.5070, 1.7648, -5.4735], [4.3701, 1.3427, -3.0701], [4.0990, 1.8093, 0.7844], [6.2785, 0.7991, 1.2908], [7.0681, -1.1673, 0.0218], [5.6466, -2.1369, -1.7607], [3.4678, -1.1291, -2.2810], [-3.0707, 0.3891, -4.0402], [-2.7940, 1.8961, -4.0906], [-1.8947, 2.6438, -2.7124], [-3.0448, 2.8129, -1.3454], [-3.2691, 1.6099, -0.4290], [-2.1968, 0.1714, -0.6962], [-5.2471, -1.1048, -0.8884], [-4.5120, -1.3819, -2.2161], [-4.6591, 0.1354, -3.2147], [-2.2851, -0.1429, -3.5021], [-3.1222, -0.0029, -5.0556], [-3.7195, 2.4581, -4.2383], [-2.1545, 2.1220, -4.9467], [-4.0046, 3.1165, -1.7646], [-2.6509, 3.6412, -0.7591], [-4.2601, 1.2179, -0.6267], [-3.1806, 1.8895, 0.6153], [-5.7034, -0.1172, -0.9627], [-4.6027, -2.2086, 0.8199], [-4.9777, -2.2061, -2.7516], [-3.4570, -1.6207, -2.0871], [-0.3837, -5.7973, -2.4403], [0.5565, -4.4866, -1.4762], [0.1440, -3.1678, -1.5529], [0.8474, -2.2348, -0.8118], [1.9096, -2.5565, 0.0036], [2.3367, -3.8750, 0.0175], [1.6662, -4.8451, -0.7187], [2.4665, -1.5475, 0.9869], [3.4366, -1.8187, 1.6585], [1.7744, -0.4353, 1.1216], [-0.6731, -2.8773, -2.2014], [0.6615, -1.1861, -1.0897], [3.1785, -4.1274, 0.6528], [1.9899, -5.8766, -0.6961]], "gap_ev": [8.3, 8.3], "total_charge": 1, "de_lowest_kj_mol": 257.1}

{"formula": "C9H22F3LiN2O5S", "method": "ωB97M-V/def2-TZVPD", "elements": ["Li", "C", "F", "F", "F", "S", "O", "O", "O", "C", "C", "C", "O", "C", "N", "H", "H", "H", "H", "H", "H", "H", "H", "H", "H", "H", "C", "C", "C", "O", "C", "N", "H", "H", "H", "H", "H", "H", "H", "H", "H", "H", "H"], "coordinates": [[-0.2341, 0.3961, 0.2135], [2.7440, 2.8345, -0.7896], [3.2118, 1.9987, 0.1603], [3.5737, 3.8469, -0.9160], [2.7507, 2.1498, -1.9411], [1.0404, 3.4579, -0.2867], [1.3908, 4.2993, 0.8514], [0.5861, 4.1321, -1.4770], [0.2723, 2.2632, 0.1051], [2.5645, -1.0596, -2.5914], [1.4079, -0.5372, -1.7456], [0.1324, -1.2760, -2.1330], [-1.0022, -0.5594, -1.5968], [-2.1805, -1.2465, -1.9642], [1.5707, -0.6927, -0.2858], [2.7179, -2.1361, -2.5106], [3.4659, -0.5412, -2.2606], [2.3557, -0.8227, -3.6350], [1.2344, 0.5357, -1.8492], [0.1797, -2.3001, -1.7416], [-0.0539, -1.3158, -3.2089], [-2.2348, -2.2464, -1.5195], [-2.2227, -1.4029, -3.0460], [-3.0281, -0.6680, -1.6125], [1.7577, -1.6720, -0.0683], [2.4083, -0.2040, 0.0261], [-2.8225, -1.4603, 1.4880], [-2.5023, -0.0430, 1.9017], [-1.2252, 0.0399, 2.7638], [-0.1816, -0.6496, 2.0745], [0.8876, -0.9437, 2.9530], [-2.2204, 0.8248, 0.7162], [-3.7717, -1.4366, 0.9424], [-2.9912, -2.1547, 2.3146], [-2.0617, -1.9372, 0.8746], [-3.3339, 0.4214, 2.4385], [-1.3911, -0.4500, 3.7261], [-0.9794, 1.0976, 2.8861], [0.5002, -1.5632, 3.7693], [1.3599, -0.0721, 3.4162], [1.6418, -1.4811, 2.3852], [-3.0132, 0.8053, 0.0756], [-2.3040, 1.7690, 1.0968]], "gap_ev": 9.3, "de_lowest_kj_mol": 42.7}